Entry 1:
Here is a 6-piece molecular cluster, C40H90N6O3 overall in a non-equilibrium geometry from OMol25. Energies are from wB97M-V/def2-TZVPD.

Atoms and positions in Å:
O (1.5694, -0.4468, 0.6982)
O (-0.5127, -1.0580, 0.7235)
O (1.0028, -2.3995, -0.1051)
N (0.6814, -1.3140, 0.4383)
N (3.5506, 3.2020, 2.7309)
N (-2.8116, -0.4849, -2.4504)
N (-0.0621, -5.9783, -1.3578)
N (4.5171, -1.6620, -2.0219)
N (-4.6998, 4.0651, 2.9268)
C (4.1834, 3.6370, 1.4641)
C (3.9389, 0.7804, -1.4227)
C (3.7944, 1.8075, 4.7393)
C (-1.8116, 0.5904, -2.1294)
C (4.4495, -2.1610, -0.5987)
C (-2.0572, 1.1811, 2.8563)
C (-0.8236, -6.3184, 1.0254)
C (2.9384, 5.6723, 3.0130)
C (-3.4410, 3.3183, 2.5459)
C (-3.7733, -1.3275, -4.5937)
C (-3.4524, 1.8795, 3.0661)
C (-3.7548, -0.1446, -3.6597)
C (-2.2719, 1.8339, -1.3490)
C (2.7383, 1.9161, 2.4532)
C (-2.3990, -1.9488, -4.3852)
C (-6.9970, 4.3389, 2.0022)
C (-1.1415, -5.7851, -3.5122)
C (2.5256, 4.2327, 3.2660)
C (5.9664, -1.3009, -2.4096)
C (6.3056, -2.2639, -3.5737)
C (4.0822, -2.7562, -2.9760)
C (-3.5749, -0.8781, -1.2287)
C (3.1336, 2.0088, -1.7421)
C (0.6588, -7.3056, -1.4955)
C (2.2173, 6.6785, 3.9196)
C (4.9365, -2.5281, -4.2260)
C (4.5375, 2.7280, 3.7484)
C (-2.0140, -1.7175, -2.9444)
C (-0.6921, -5.8134, 2.4685)
C (2.6693, 1.2383, 3.8345)
C (-6.0066, 3.3150, 2.5372)
C (-3.3332, 2.6376, -2.0214)
C (-1.4589, -5.9774, -2.0182)
C (0.6895, -4.9730, -2.2355)
C (-4.7692, 4.2930, 4.4301)
C (-0.1032, -5.3927, 0.0214)
C (0.2057, -5.1133, -3.6854)
C (3.6034, -0.4684, -2.2456)
C (-6.3332, 5.6772, 1.9980)
C (-4.8426, 5.3683, 2.1446)
H (2.7513, 5.8791, 1.9581)
H (-2.8973, -1.3708, -0.5305)
H (6.6249, -1.5182, -1.5737)
H (1.7072, 1.4398, 4.3132)
H (-8.0495, 4.2756, 2.2847)
H (3.5912, 0.5300, -0.4152)
H (-5.6018, 2.7835, 1.6715)
H (1.7692, 2.1563, 2.0386)
H (3.5002, 2.5650, -2.6105)
H (6.0321, -0.2504, -2.6740)
H (4.4285, 1.0612, 5.2047)
H (-1.9624, -5.2989, -4.0405)
H (7.0979, -2.0316, -4.2781)
H (-3.9290, 4.9295, 4.7101)
H (3.5585, -0.2070, -3.3059)
H (-2.2165, -2.9574, -4.7546)
H (1.1353, 6.5541, 3.8261)
H (-1.3210, 0.8044, -3.0817)
H (5.1504, -2.9968, -0.6104)
H (-3.4576, 0.7983, -4.1094)
H (0.2647, -4.0456, -1.8508)
H (-1.0167, 0.1307, -1.5369)
H (-4.3334, 5.2021, 1.1936)
H (1.6351, 3.9669, 2.6945)
H (-0.6069, -4.4301, -0.0292)
H (4.9858, -3.3210, -4.9682)
H (4.0218, 5.7508, 3.1287)
H (-4.3308, -1.6050, -1.5170)
H (-4.5504, 3.3269, 4.8709)
H (4.6666, 2.8600, 0.8717)
H (-2.9408, 3.1533, -2.9023)
H (1.5661, -7.3269, -0.8975)
H (2.6323, 0.1571, 3.7125)
H (3.3895, 2.4716, 5.5008)
H (0.8798, -7.4212, -2.5522)
H (-2.3756, -2.6477, -2.4964)
H (-3.9509, 0.0477, -0.8049)
H (-1.1957, -4.8753, 2.6872)
H (-0.0278, -8.0759, -1.1545)
H (5.2242, 2.1007, 3.1778)
H (5.0403, 4.2719, 1.7006)
H (2.5455, 6.4493, 4.9333)
H (1.7630, -4.9984, -2.0706)
H (0.2337, -4.0934, -4.0588)
H (3.5866, 4.2129, 0.7623)
H (-2.6077, 3.8815, 2.9695)
H (3.4612, -2.5344, -0.3411)
H (-3.7571, 3.3908, -1.3570)
H (-1.1732, -6.8114, -3.8846)
H (-3.3478, 3.3211, 1.4621)
H (-2.1510, -6.8020, -1.8887)
H (-0.2814, -7.2530, 0.8707)
H (-6.5243, 6.3737, 1.1856)
H (-4.3198, 6.1792, 2.6485)
H (3.3063, 2.7815, -0.9917)
H (0.3448, -5.7903, 2.8057)
H (-1.7051, -1.4204, -5.0547)
H (-1.8758, -5.0317, -1.6697)
H (-3.9947, 1.3427, 2.2774)
H (6.6503, -3.1079, -2.9711)
H (-2.4295, 1.5674, -0.2998)
H (-4.7243, -0.0102, -3.1835)
H (5.0060, 0.9478, -1.5553)
H (0.7692, -5.8577, -4.2448)
H (-3.8831, -1.1075, -5.6513)
H (3.3976, 1.2571, 1.8949)
H (-6.5001, 6.2743, 2.9010)
H (-3.9068, 1.5342, 3.9891)
H (-7.2169, 4.1115, 0.9495)
H (-1.8366, 1.0732, 1.7987)
H (4.8601, -1.4035, 0.0608)
H (-1.3358, 2.3895, -1.2188)
H (2.9941, -2.7400, -3.0247)
H (-1.3110, 1.8046, 3.3576)
H (-4.1351, 2.0479, -2.4632)
H (-6.3957, 2.5369, 3.1874)
H (5.0628, 3.5328, 4.2570)
H (-2.0752, 0.2266, 3.3750)
H (0.9613, -5.2707, 0.2233)
H (2.6378, -0.9405, -2.0474)
H (-4.5494, -2.0219, -4.2691)
H (4.5279, -1.6587, -4.7436)
H (4.3074, -3.7409, -2.5630)
H (-5.7108, 4.7701, 4.6757)
H (2.3666, 7.7366, 3.7198)
H (2.0622, 1.8208, -1.8021)
H (-1.1248, -6.5815, 3.1126)
H (-1.8764, -6.4703, 0.7907)
H (2.2327, 3.9655, 4.2813)
H (-0.9750, -1.6027, -2.6500)

Cartesian forces (eV/Å) of the 6 atoms listed first:
O -0.5299 -0.8215 -0.3647
O 0.4898 -0.4083 -0.4998
O -0.1990 0.4103 -0.0236
N 0.2566 0.9895 0.3888
N -1.7682 -0.7110 -0.4353
N 0.4243 -1.1895 -0.9057

The molar mass is 703.2 g/mol. As for the gap between HOMO and LUMO: 9.501 eV. As for the total charge: +4. The LUMO energy comes out at -7.577 eV. The energy above the lowest of the compared OMol25 structures with the same formula, charge and spin is 0.0 kJ/mol.


Entry 2:
Here is C40H92B3F12N5O as an isolated structure in a non-equilibrium geometry from OMol25. Energies are from wB97M-V/def2-TZVPD.

Atoms and positions in Å:
F (-1.6838, -4.0579, 1.0753)
F (-0.2665, 0.4880, 0.4054)
F (1.4517, -2.9369, 4.8189)
F (3.5639, -3.6472, 4.2750)
F (-2.2625, -4.8996, 3.1649)
F (2.8286, -1.6890, 3.6272)
F (3.3047, -2.0216, 5.9227)
F (-0.8664, -3.0361, 2.9232)
F (-0.1228, -5.1372, 2.3200)
F (0.8743, -1.4511, -0.1656)
F (-0.5545, -1.4802, 1.5676)
F (1.4567, -0.4722, 1.7357)
O (4.9234, 1.8486, 2.2650)
N (-3.5787, 2.2003, -3.7110)
N (6.1421, -0.1248, 4.3823)
N (-0.4165, 3.8444, 3.0497)
N (-3.9578, -2.6759, 0.0485)
N (1.0426, -2.6408, -4.9592)
C (-0.0950, -1.8028, -8.5594)
C (-0.9538, 2.8901, 4.1043)
C (0.8754, 3.3480, 2.3491)
C (-1.4732, 4.0824, 2.0140)
C (4.3781, 2.0584, 0.9889)
C (4.8066, 0.6135, 4.3569)
C (-1.5134, 0.5190, 4.7217)
C (-3.2061, -4.0308, -0.1016)
C (7.2135, 0.7258, 3.6753)
C (-4.9831, -1.0645, 1.7984)
C (0.8922, 5.8064, 2.6150)
C (-0.9100, 1.4440, 3.6604)
C (0.0390, 5.1372, 3.6786)
C (0.4301, -1.8683, -6.0930)
C (-5.0488, 3.4260, -5.4427)
C (-3.2732, -1.5797, -0.6813)
C (6.0996, -1.5073, 3.7439)
C (6.7835, 0.8663, 6.6798)
C (-5.2362, -3.0369, -0.6852)
C (-2.1649, 1.7684, -3.4583)
C (-4.5728, 1.0999, -3.4413)
C (-4.8941, -0.6738, 3.2610)
C (2.4833, -2.3298, -3.0005)
C (-4.1764, -2.3147, 1.5391)
C (-1.9327, 1.8671, -1.9395)
C (-4.7918, -3.8404, -1.8997)
C (-5.2516, 3.8968, -6.8806)
C (0.1180, -3.7155, -4.4657)
C (3.2386, -3.2238, -3.9989)
C (6.5017, -0.3902, 5.8336)
C (-3.7376, 3.3567, -2.6978)
C (1.3188, -1.7177, -3.7758)
C (-3.0819, 2.7635, -1.4292)
C (-3.4210, -4.4652, -1.5334)
C (2.3939, -3.2268, -5.2992)
C (8.6381, 0.3152, 4.0793)
C (1.7161, 4.6082, 2.0640)
C (4.2101, 0.8034, 2.9461)
C (0.2229, -2.7188, -7.3404)
C (-3.7738, 2.6215, -5.1913)
B (2.8114, -2.5538, 4.7449)
B (-1.2295, -4.3075, 2.4270)
B (0.3826, -0.6669, 0.9005)
H (-0.8479, 0.5228, 5.5838)
H (0.5986, 4.9143, 4.5838)
H (8.9024, -0.7285, 3.9212)
H (-4.5307, -0.2476, 1.2224)
H (0.4429, -1.5833, -3.1448)
H (-2.2906, 4.7181, 2.3373)
H (-0.8628, 5.7012, 3.9158)
H (-2.2206, -3.8768, 0.3435)
H (-4.5834, 0.3782, -4.2525)
H (3.3276, 2.3761, 1.0467)
H (2.9264, -2.5072, -5.9171)
H (5.6596, -0.8739, 6.3238)
H (4.1482, -0.0460, 4.9274)
H (-1.8173, 3.1357, 1.5978)
H (-2.0138, 0.7725, -3.8748)
H (-3.7820, 1.6274, -5.6343)
H (1.6522, -0.7543, -4.1632)
H (-5.8212, -3.6811, -0.0263)
H (-5.8510, 4.8035, -6.9219)
H (3.1795, 1.1550, 2.9744)
H (-4.5889, -3.2094, 2.0018)
H (4.8538, 2.8633, 0.4289)
H (0.1250, 1.1513, 3.4774)
H (7.1631, 0.7074, 7.6841)
H (-1.7259, 0.8762, -1.5374)
H (0.6494, 2.7720, 1.4556)
H (2.2747, -4.2224, -5.7126)
H (-0.2141, 2.9528, 4.9054)
H (2.6005, 4.5794, 2.6968)
H (0.3173, 6.2419, 1.7954)
H (-0.9687, 2.3568, -1.7950)
H (-5.4916, -4.5354, -2.3536)
H (-3.5416, -5.5479, -1.4707)
H (3.4478, -4.2372, -3.6605)
H (1.0838, -3.3287, -7.6089)
H (1.4272, 6.6690, 3.0083)
H (-0.8031, -3.2759, -4.0965)
H (-5.5310, 1.6140, -3.4025)
H (-5.0773, 4.2515, -4.7294)
H (-0.0957, -4.4588, -5.2349)
H (7.0136, -2.0522, 3.9506)
H (-3.7950, -4.6535, 0.5695)
H (-4.3544, 0.6564, -2.4750)
H (-0.7409, -0.9589, -8.3122)
H (-3.0595, -1.8288, -1.7217)
H (5.8580, -1.4374, 2.6877)
H (-5.8409, -2.1413, -0.8169)
H (-3.9064, -0.3103, 3.5448)
H (-5.7951, 3.1213, -7.4196)
H (-4.8086, 3.5237, -2.6713)
H (-5.2242, -1.4164, 3.9866)
H (-1.4019, 1.2934, 2.6945)
H (1.9022, 4.8259, 1.0165)
H (-2.6200, -4.3105, -2.2519)
H (-3.8940, -0.6978, -0.8599)
H (-2.9275, 3.2123, -5.5397)
H (-3.7819, 2.1621, -0.8519)
H (-1.5113, 2.4448, -4.0076)
H (5.2486, -1.9860, 4.2248)
H (0.6130, -4.3553, -3.7345)
H (4.8466, 1.5463, 4.9159)
H (-1.8963, 3.3343, 4.4206)
H (-4.5521, -3.1210, -2.6905)
H (-0.9131, 4.4682, 1.1601)
H (2.0700, -2.8235, -2.1202)
H (-1.6094, -0.4780, 4.2940)
H (7.3851, 1.6235, 6.1727)
H (7.0590, 0.5071, 2.6228)
H (-0.5154, -1.4890, -5.7039)
H (-0.6285, -3.3944, -7.2611)
H (9.3015, 0.8910, 3.4265)
H (-4.3337, 4.0912, -7.4367)
H (-2.3960, -1.2662, -0.1111)
H (1.4504, 2.7619, 3.0598)
H (3.0874, -1.5347, -2.5674)
H (5.8322, 1.4015, 6.7637)
H (-3.0777, 4.1223, -3.0985)
H (4.2185, -2.8339, -4.2694)
H (9.0081, 0.6230, 5.0564)
H (7.0177, 1.7794, 3.8488)
H (-5.5258, 0.1925, 3.4777)
H (-0.4355, -2.3924, -9.4059)
H (4.3278, -0.1430, 2.4221)
H (-3.1552, -2.1610, 1.8971)
H (-5.9907, -1.0745, 1.3752)
H (-2.5018, 0.8636, 5.0338)
H (1.1076, -1.0319, -6.2610)
H (-5.8959, 2.7861, -5.1844)
H (0.8009, -1.2805, -8.9074)
H (-2.7100, 3.6181, -0.8693)
H (4.3854, 1.1514, 0.3781)
H (7.4333, -0.9482, 5.8422)

Cartesian forces (eV/Å) of the 6 atoms listed first:
F 11.1156 -2.0909 11.2088
F 0.0006 0.9371 -0.2064
F 0.6543 0.1953 1.0521
F 0.7791 -0.2623 0.8349
F -0.0551 0.3452 -0.7035
F 0.9003 1.6852 0.2663

The molar mass is 919.6 g/mol. As for the gap between HOMO and LUMO: 6.616 eV. As for the total charge: +2. The LUMO energy comes out at -4.688 eV.


Entry 3:
Here is a 6-piece molecular cluster, C40H92ClN5O overall in a non-equilibrium geometry from OMol25. Energies are from wB97M-V/def2-TZVPD.

Atoms and positions in Å:
Cl (-0.0175, -1.2729, -0.7523)
O (5.7951, -4.9836, 3.7263)
N (2.8715, -5.6346, 3.2894)
N (-6.5718, -2.0827, 2.1861)
N (-4.1682, 3.7265, -5.3623)
N (1.9307, 3.1181, 3.4641)
N (5.0956, 0.6717, -3.9478)
C (-3.9300, 5.1019, -4.6674)
C (5.1653, -4.4977, 2.5594)
C (4.8894, 0.6056, -6.4227)
C (1.0383, 2.6443, 4.5853)
C (-5.5492, -1.5240, 1.2511)
C (1.0754, -4.3570, 4.7644)
C (3.1494, 2.1685, 3.4280)
C (-8.9840, 0.0479, 4.4471)
C (-5.6806, 3.6720, -5.7759)
C (-5.2241, -2.4918, 0.0815)
C (-5.9744, -3.0864, 3.1718)
C (4.4098, 3.0828, 3.5857)
C (-3.6518, 7.4842, -5.0582)
C (6.1608, -0.0479, -1.7365)
C (-8.5282, -1.1310, 3.5896)
C (-4.0233, 2.4884, -4.3600)
C (2.5076, 4.5155, 3.8996)
C (-6.5269, -3.3597, -0.0476)
C (-3.3629, 1.3606, -5.1773)
C (3.9190, 4.2272, 4.5057)
C (2.2240, -4.2065, 3.7957)
C (1.7606, -6.5548, 2.7371)
C (3.3856, -6.3465, 4.5619)
C (6.9088, -4.2920, 4.2441)
C (3.9957, 1.4462, -3.1832)
C (-4.3603, 6.2722, -5.5249)
C (5.5082, 1.3977, -5.2470)
C (-7.4599, -2.6607, 1.0222)
C (1.1571, 3.1803, 2.1427)
C (-7.2235, -0.8447, 2.8895)
C (3.9066, -0.3580, -5.8602)
C (-2.5896, 2.0845, -6.2423)
C (3.9992, -5.3916, 2.2371)
C (0.0339, 4.2643, 2.1862)
C (2.0318, -8.0307, 2.3151)
C (-3.2442, 3.4021, -6.5500)
C (-0.8168, 4.3056, 0.8762)
C (7.4352, -0.3123, -0.8637)
C (4.4148, -0.6654, -4.4699)
C (6.3873, 0.4643, -3.1363)
H (2.5004, -6.5442, 5.1664)
H (8.0517, 0.5796, -0.9761)
H (-4.3792, -3.1146, 0.3755)
H (7.1173, -4.6159, 5.2637)
H (3.3975, -4.9115, 1.4653)
H (-5.4355, 6.4422, -5.4687)
H (6.9405, 1.4018, -3.0804)
H (-4.4707, 4.9930, -3.7272)
H (-3.9254, 3.3694, -7.4003)
H (-2.5640, 4.2513, -6.6151)
H (2.6662, 5.1745, 3.0460)
H (5.1798, 2.4271, 3.9923)
H (-6.3635, -4.4138, 0.1768)
H (-5.7143, 2.7113, -6.2896)
H (-3.7948, 7.8311, -4.0349)
H (-4.7023, -1.3973, 1.9256)
H (-2.6715, 0.8509, -4.5063)
H (3.0595, 1.6181, 2.4915)
H (3.6527, 0.8095, -2.3676)
H (1.9982, 3.2636, 1.4546)
H (-5.8963, -0.5566, 0.8883)
H (-6.9102, -3.4758, 3.5727)
H (1.3012, -5.9751, 1.9365)
H (-7.0767, -3.2514, -0.9825)
H (4.5989, 5.0763, 4.5764)
H (4.7922, -3.4840, 2.7046)
H (1.1064, -8.5842, 2.4745)
H (5.7192, -1.0305, -1.9028)
H (-5.4120, -3.8502, 2.6347)
H (5.2199, -1.3934, -4.5693)
H (0.2188, -4.7007, 4.1845)
H (1.8541, -3.7095, 2.8989)
H (7.3276, -0.4973, 0.2051)
H (0.5291, 5.2088, 2.4118)
H (1.6799, 2.8316, 5.4464)
H (7.8252, -4.3265, 3.6549)
H (5.4109, 0.4567, -1.1273)
H (4.3338, 1.2381, -7.1151)
H (0.7138, 1.6189, 4.4085)
H (-7.4268, -0.1098, 2.1105)
H (6.9772, -0.2829, -3.6671)
H (-4.2349, 0.8465, -5.5815)
H (-2.5802, 7.3235, -4.9403)
H (0.0699, 3.1269, 4.7178)
H (-1.2061, 3.3215, 0.6151)
H (-0.6776, 4.0554, 2.9851)
H (-8.2050, -3.3221, 1.4644)
H (-0.1360, 4.7087, 0.1265)
H (0.8628, 2.1333, 2.0711)
H (-1.6218, 2.4370, -5.8856)
H (5.8586, -4.4959, 1.7183)
H (-8.0224, -1.9125, 0.4638)
H (3.7197, -1.2076, -3.8288)
H (5.6873, 0.0351, -6.8981)
H (-5.4147, -2.4454, 3.8530)
H (3.1701, 1.5502, -3.8873)
H (4.3899, -6.3566, 1.9145)
H (0.9410, -6.5639, 3.4556)
H (0.9012, -3.4174, 5.2886)
H (3.6479, -1.1853, -6.5211)
H (-9.1767, 0.9472, 3.8620)
H (4.4185, 2.3424, -2.7292)
H (-2.3345, 1.5198, -7.1391)
H (2.7248, -8.5972, 2.9372)
H (-6.4283, 3.6759, -4.9828)
H (-5.9491, 4.5004, -6.4315)
H (-9.2877, -1.1828, 2.8095)
H (-6.4614, -0.3138, 3.4600)
H (-8.5227, -2.0858, 4.1154)
H (6.5885, 1.3817, -5.3909)
H (3.1207, 1.4819, 4.2741)
H (-1.7584, 4.8090, 1.0958)
H (-4.1576, 6.0723, -6.5770)
H (2.2625, -8.2064, 1.2643)
H (6.7006, -3.2221, 4.2563)
H (-3.2973, 2.7896, -3.6049)
H (-4.9844, 2.2792, -3.8903)
H (-8.1975, 0.4149, 5.1065)
H (1.7292, 5.0705, 4.4233)
H (2.9760, -3.6475, 4.3527)
H (-4.9506, -1.9260, -0.8091)
H (-2.9472, 4.9984, -4.2074)
H (8.0523, -1.1387, -1.2162)
H (2.9093, 0.0696, -5.7573)
H (-3.8302, 8.3013, -5.7573)
H (-9.8346, -0.2760, 5.0468)
H (3.8422, -7.1974, 4.0563)
H (4.6665, 3.3925, 2.5726)
H (5.2071, 2.4448, -5.2782)
H (3.8232, 3.8866, 5.5366)
H (4.0906, -5.6935, 5.0764)
H (1.1589, -5.0504, 5.6012)

Cartesian forces (eV/Å) of the 6 atoms listed first:
Cl 0.1294 0.2305 0.1626
O -0.2105 -0.6535 -0.0282
N -0.0111 1.0086 2.0024
N -0.8564 1.2981 -2.9573
N -2.1880 -0.5358 1.6348
N -0.2601 1.2134 1.2015

The molar mass is 694.7 g/mol. As for the gap between HOMO and LUMO: 6.731 eV. As for the total charge: +4. The LUMO energy comes out at -6.887 eV. The energy above the lowest of the compared OMol25 structures with the same formula, charge and spin is 0.0 kJ/mol.